Here is C26H32NO4S2Tm as an isolated structure at a distorted geometry from the OMol25 dataset. Energies are from ωB97M-V/def2-TZVPD.

Values from the calculation:
energy relative to the best compared isomer or geometry (same formula, charge and spin) = 561.7 kJ/mol
expectation value of S² = 2.0024
charge = 0
LUMO energy (spin up / spin down) = -0.017 / -0.017 Ha
orbital gap (spin up / spin down) = 0.2285 / 0.2287 Eh
multiplicity = 3
E_tot = -3247.009189 hartree

Geometry (Å):
O (-2.72373, 2.21179, -3.89966)
C (-2.18155, 1.78749, -2.61036)
C (-1.18649, 2.98909, -2.59131)
H (-1.73297, 0.83996, -2.77747)
H (-2.95351, 1.69165, -1.78417)
C (-2.09530, 3.52872, -3.81935)
H (-0.14767, 2.70659, -2.91805)
H (-1.13295, 3.61915, -1.67924)
C (-1.41162, 3.65339, -5.25199)
H (-0.87026, 2.63857, -5.39807)
H (-0.57877, 4.40464, -5.33210)
H (-2.09242, 3.95359, -6.12817)
C (-3.13235, 4.50781, -3.14708)
H (-3.33342, 5.60670, -3.43597)
H (-2.84980, 4.47557, -2.06637)
H (-4.13001, 3.97671, -3.25382)
Tm (0.82386, -0.63048, 0.07760)
C (0.77277, 1.73791, 1.78335)
C (2.07515, 1.23529, 1.88412)
C (2.69225, 1.30433, 0.60277)
H (2.57057, 0.99780, 2.83693)
C (1.65822, 1.76285, -0.32338)
C (0.50539, 2.12773, 0.47089)
H (-0.33955, 2.74926, 0.14919)
H (0.15349, 1.94226, 2.65471)
H (3.76730, 1.21922, 0.44823)
H (1.75779, 1.92381, -1.39574)
C (-1.84781, -0.55963, 2.82489)
C (-1.88946, 0.77070, 2.33462)
C (-2.18760, 0.78017, 0.97661)
H (-1.78339, 1.67128, 2.91968)
C (-1.98705, -0.60940, 0.52996)
C (-1.81657, -1.42623, 1.71530)
H (-1.76456, -2.52875, 1.73941)
H (-1.96172, -0.85616, 3.86959)
H (-2.53573, 1.66294, 0.42752)
H (-2.25037, -1.01321, -0.44828)
O (1.22290, -1.71911, -2.34487)
C (0.29897, -1.22502, -3.39730)
C (0.63758, -1.70513, -4.81500)
H (0.35467, -0.13595, -3.29951)
H (-0.73879, -1.51318, -3.14857)
C (1.74567, -2.78498, -4.57631)
H (0.93402, -0.88536, -5.51517)
H (-0.33098, -2.16733, -5.20351)
C (1.86946, -2.90835, -3.06988)
H (2.64551, -2.57350, -5.20724)
H (1.44030, -3.77812, -4.96784)
H (2.92801, -3.01551, -2.79527)
H (1.34546, -3.79018, -2.70434)
O (-0.14920, 0.32038, 4.83856)
S (1.15852, -0.18939, 4.53412)
O (2.29443, 0.61351, 4.91626)
N (1.22074, -0.82650, 2.96042)
C (1.53477, -2.13304, 2.95264)
S (1.71292, -2.87049, 1.42122)
C (1.55546, -2.74154, 4.27189)
C (1.72164, -4.06941, 4.67929)
C (1.49152, -4.41087, 6.01982)
C (1.18411, -3.40871, 6.96982)
C (1.13222, -2.04726, 6.60397)
C (1.34089, -1.76817, 5.25833)
H (2.05679, -4.79660, 3.94049)
H (1.59103, -5.44553, 6.35584)
H (1.02855, -3.64784, 8.02039)
H (0.91266, -1.22996, 7.31694)